Record 1
Here is a single C3H9NO molecule at a distorted geometry from OMol25. Energies are from the ωB97M-V functional and the def2-TZVPD basis.

Charge: 0
Kohn-Sham gap in eV: 10.439
Highest occupied orbital energy in eV: -9.470

Geometry (Å):
N -1.779 -0.595 1.427
C -1.158 -0.119 0.155
C 0.431 -0.239 0.296
C 1.052 0.668 -0.822
O 2.423 0.358 -1.047
H -2.552 -1.075 0.962
H -1.275 -1.188 1.981
H -1.507 0.912 -0.033
H -1.349 -0.829 -0.760
H 0.723 0.084 1.307
H 0.684 -1.292 0.290
H 0.402 0.610 -1.736
H 1.118 1.681 -0.363
H 2.787 1.025 -1.657

Record 2
Here is C10H14InN2P as an isolated structure at a distorted geometry from OMol25. Energies are from the ωB97M-V functional and the def2-TZVPD basis.

Charge: 0
Kohn-Sham gap (alpha / beta) in eV: 4.750 / 4.750
Highest occupied orbital energy (alpha / beta) in eV: -4.440 / -4.441

Geometry (Å):
C 0.339 -3.524 -1.524
C 0.721 -3.495 -0.142
C -0.434 -3.195 0.628
C -1.521 -2.976 -0.259
C -1.060 -3.161 -1.590
In 0.282 -1.057 -0.999
P 1.235 0.323 -2.762
H 0.938 -3.902 -2.350
H 1.674 -3.836 0.245
H -0.492 -3.207 1.720
H -1.678 -3.238 -2.479
H -2.558 -2.819 0.033
H 0.278 0.311 -3.846
H 2.489 -0.298 -3.110
H 1.434 1.650 -2.242
N -0.161 4.283 2.459
C -0.135 3.101 1.786
C -0.878 2.937 0.600
C -0.868 1.709 -0.050
N -0.166 0.639 0.442
C 0.622 0.818 1.552
C 0.630 2.015 2.245
H -0.713 5.066 2.143
H 0.351 4.421 3.317
H -1.446 3.764 0.191
H -1.384 1.569 -0.999
H 1.256 -0.023 1.848
H 1.243 2.125 3.143

Record 3
Here is a single C4H6N2 molecule from OMol25. Energies are from the ωB97M-V functional and the def2-TZVPD basis.

Charge: 0
Kohn-Sham gap in eV: 8.540
Highest occupied orbital energy in eV: -8.172

Geometry (Å):
N 0.139 -0.598 -2.049
C 0.387 0.266 -1.097
C 1.007 -0.163 0.133
C 0.498 0.125 1.355
C -0.815 0.749 1.440
N -1.747 0.671 0.566
H -0.243 -0.255 -2.922
H 0.259 -1.610 -2.003
H 2.012 -0.583 0.054
H 1.085 -0.014 2.260
H -1.003 1.406 2.295
H -1.528 -0.048 -0.127

Record 4
Here is a 2-piece molecular cluster, BH3OS overall at a distorted geometry from OMol25. Energies are from the ωB97M-V functional and the def2-TZVPD basis.

Charge: 0
Kohn-Sham gap in eV: 7.505
Highest occupied orbital energy in eV: -8.333

Geometry (Å):
B 0.395 0.685 -0.215
O -0.139 1.492 -1.058
S -1.127 -1.344 1.426
H 1.499 0.833 0.155
H -0.952 1.466 -1.412
H -1.089 -0.621 2.429

Record 5
Here is C17H14ClHoNO4 as an isolated structure at a distorted geometry from OMol25. Energies are from the ωB97M-V functional and the def2-TZVPD basis.

Charge: -1
Multiplicity: 5
Kohn-Sham gap (alpha / beta) in eV: 5.957 / 6.012
Highest occupied orbital energy (alpha / beta) in eV: -4.647 / -4.703

Geometry (Å):
C 0.716 -1.481 0.064
C 0.819 -1.588 -1.364
C -0.486 -1.892 -1.875
H 1.758 -1.626 -1.923
C -1.400 -1.918 -0.784
C -0.655 -1.698 0.406
H -1.054 -1.749 1.404
H 1.545 -1.338 0.779
H -0.720 -2.146 -2.926
H -2.455 -2.145 -0.832
Ho -0.219 0.762 -1.204
Cl 1.617 2.159 -0.377
C -0.034 2.301 -3.028
C -1.273 1.614 -3.309
C -0.934 0.392 -3.969
H -2.261 2.078 -3.301
C 0.474 0.297 -4.064
C 1.040 1.442 -3.438
H 2.082 1.737 -3.531
H 0.063 3.349 -2.758
H -1.629 -0.236 -4.525
H 1.022 -0.410 -4.694
O -2.876 1.324 2.004
C -1.705 0.927 2.047
O -0.913 0.858 0.999
C -1.272 0.595 3.513
C -0.018 0.053 3.901
C 0.304 -0.243 5.248
C -0.642 -0.010 6.270
C -1.889 0.542 5.923
C -2.175 0.844 4.586
N -0.325 -0.246 7.650
O 0.805 -0.716 7.917
O -1.158 0.036 8.538
H 0.717 -0.158 3.120
H 1.272 -0.679 5.512
H -2.629 0.669 6.721
H -3.175 1.213 4.394

Record 6
Here is a 9-piece molecular cluster, C12H30Br6N6O12 overall at a distorted geometry from OMol25. Energies are from the ωB97M-V functional and the def2-TZVPD basis.

Charge: +1
Multiplicity: 2
Kohn-Sham gap (alpha / beta) in eV: 7.600 / 2.128
Highest occupied orbital energy (alpha / beta) in eV: -12.315 / -12.315

Geometry (Å):
C 1.476 3.657 0.786
N 0.345 3.837 -0.186
O -0.760 3.427 0.218
O 0.629 4.416 -1.238
H 1.259 2.860 1.497
H 1.657 4.625 1.254
H 2.352 3.382 0.198
C 0.757 2.059 -3.547
N 0.629 0.695 -4.209
O 0.020 0.582 -5.257
O 1.080 -0.267 -3.624
H 0.017 2.760 -3.933
H 1.734 2.498 -3.746
H 0.588 1.970 -2.473
C 0.476 -4.969 1.652
N 0.254 -5.601 0.319
O 0.163 -4.806 -0.625
O 0.106 -6.829 0.235
H -0.494 -4.562 1.937
H 1.176 -4.147 1.502
H 0.799 -5.706 2.387
C -2.793 2.699 -2.075
N -3.275 3.068 -3.415
O -4.493 3.188 -3.609
O -2.374 3.102 -4.286
H -1.837 2.174 -2.088
H -3.511 2.044 -1.583
H -2.823 3.621 -1.494
C -2.578 0.654 2.609
N -3.330 1.319 1.530
O -3.876 0.667 0.631
O -3.420 2.544 1.554
H -2.171 1.358 3.335
H -1.837 -0.030 2.195
H -3.237 -0.006 3.173
C 0.781 -1.406 -0.297
N 0.373 0.003 -0.539
O 1.264 0.828 -0.502
O -0.842 0.217 -0.513
H 1.557 -1.650 -1.022
H -0.115 -1.989 -0.511
H 1.119 -1.419 0.739
Br 1.043 2.637 5.131
C 2.518 1.266 4.878
C 2.430 0.722 3.465
Br 0.701 -0.146 3.098
H 2.359 0.497 5.635
H 3.456 1.762 5.130
H 3.157 -0.087 3.395
H 2.653 1.474 2.707
Br -2.221 -2.890 1.280
C -3.050 -2.541 -0.453
C -4.562 -2.761 -0.342
Br -5.467 -2.766 -2.092
H -2.527 -3.258 -1.086
H -2.794 -1.507 -0.683
H -5.061 -2.005 0.265
H -4.821 -3.745 0.048
Br 3.656 -2.083 -2.848
C 4.246 -0.629 -1.605
C 4.521 -1.228 -0.224
Br 5.326 0.047 1.100
H 3.532 0.193 -1.556
H 5.066 -0.080 -2.068
H 5.289 -1.977 -0.415
H 3.705 -1.765 0.261

How do the records compare in energy? In the order shown, they have -249.6485; -1030.2511; -265.4204; -499.9970; -2420.2319; -17149.7611 Eh.